Arrangement one

Below is a molecular structure, C4H6N2O2, with properties calculated with the ωB97M-V functional and the def2-TZVPD basis.

* frontier orbital gap: 0.3412 Ha

CARTESIAN COORDINATES (ANGSTROEM)
C (0.7670, 0.4169, -1.3398)
C (-0.1119, 0.3547, -0.0665)
C (-0.0331, -0.6500, 0.7790)
C (-1.2220, 0.8914, 1.6987)
H (1.1463, -0.9512, -3.1204)
H (0.0114, -1.4971, -1.4562)
H (1.7274, 0.7230, -1.1578)
H (0.2836, 0.9750, -2.1020)
H (0.2235, -1.6319, 0.4635)
H (-0.4792, -0.4710, 3.1942)
N (1.0111, -0.8963, -1.8783)
N (-0.7561, -0.2823, 1.9579)
O (-1.5576, 1.7318, 2.5620)
O (-1.0103, 1.2869, 0.4657)


Arrangement two

Below is a single C4H6N2O2 molecule, with properties calculated with the ωB97M-V functional and the def2-TZVPD basis.

* frontier orbital gap: 0.4010 Ha
* structure (SMILES): C#CCN(C)[N+](=O)[O-]

CARTESIAN COORDINATES (ANGSTROEM)
C (1.0071, -1.8377, -1.1161)
C (0.7548, -1.3247, -0.0686)
C (-0.9277, 1.4933, -0.0015)
C (0.0160, -0.6917, 1.0129)
N (-1.1196, 0.1015, 0.3589)
N (-2.0635, -0.5589, -0.2706)
O (-2.7860, 0.0502, -1.0559)
O (-2.2863, -1.6994, 0.0206)
H (1.4680, -2.1622, -1.9744)
H (-0.1121, 1.7805, 0.4822)
H (-0.8025, 1.5330, -1.1410)
H (-1.7971, 2.0254, 0.1512)
H (0.5094, 0.0169, 1.6932)
H (-0.3360, -1.3925, 1.6718)


Computed stability ranking, most favorable first: arrangement one, arrangement two


Arrangement one

Below is 2 unconnected molecules or ions with the total composition C7H14O, with properties calculated with the ωB97M-V functional and the def2-TZVPD basis.

* frontier orbital gap (alpha / beta): 0.3392 / 0.1653 Ha
* spin multiplicity: 2
* <S²>: 0.76
* total charge: +1

CARTESIAN COORDINATES (ANGSTROEM)
C (0.4024, -1.7071, -0.4280)
O (-0.2524, -1.7038, 0.8189)
C (1.8689, -1.5830, -0.2078)
C (2.7690, -2.3026, -0.8605)
H (0.0333, -0.8099, -1.0034)
H (0.1656, -2.5847, -1.0226)
H (-1.1798, -1.9355, 0.6912)
H (2.1535, -0.8800, 0.5654)
H (3.8188, -2.1752, -0.6572)
H (2.4592, -2.9761, -1.6424)
C (-1.4499, 2.8015, 1.5913)
C (-1.0506, 1.4825, 0.8980)
C (-1.4611, 1.4242, -0.4917)
C (-0.5652, 1.4925, -1.5627)
H (-2.5307, 2.9431, 1.5347)
H (-1.1770, 2.7884, 2.6385)
H (-1.0010, 3.6705, 1.1221)
H (-1.5591, 0.6652, 1.4294)
H (0.0120, 1.2611, 0.9374)
H (-2.5136, 1.3079, -0.7537)
H (-0.9358, 1.6204, -2.5728)
H (0.5113, 1.4382, -1.4649)


Arrangement two

Below is 2 unconnected molecules or ions with the total composition C7H14O, with properties calculated with the ωB97M-V functional and the def2-TZVPD basis.

* frontier orbital gap (alpha / beta): 0.3193 / 0.1862 Ha
* spin multiplicity: 2
* <S²>: 0.75
* total charge: +1

CARTESIAN COORDINATES (ANGSTROEM)
C (-0.3862, 0.5685, 1.2110)
C (-1.0123, -0.7609, 1.0128)
C (-1.2709, -1.6452, 2.0618)
C (-1.3756, -1.1900, -0.3833)
C (-0.2231, -0.9237, -1.3301)
C (0.1030, -1.7643, -2.2996)
C (1.1480, -1.5620, -3.3316)
H (0.6988, 0.4711, 1.2847)
H (-0.8103, 1.2707, 0.5067)
H (-0.7344, 0.9196, 2.1918)
H (-1.3169, -1.3452, 3.1017)
H (-1.4275, -2.7130, 1.9005)
H (-2.3168, -0.7279, -0.6767)
H (-1.5574, -2.2647, -0.3288)
H (0.1917, 0.0711, -1.2952)
H (-0.4167, -2.7102, -2.4170)
H (1.9979, -2.2388, -3.1581)
H (1.5337, -0.5379, -3.3968)
H (0.7560, -1.8230, -4.3137)
H (2.3377, 5.3940, 3.2857)
H (2.5086, 5.1126, 1.7297)
O (1.9863, 5.5605, 2.4028)


Computed stability ranking, most favorable first: arrangement two, arrangement one


Arrangement one

Below is 2 unconnected molecules or ions with the total composition C6H8N, with properties calculated with the ωB97M-V functional and the def2-TZVPD basis.

* frontier orbital gap: 0.3650 Ha
* total charge: +1

CARTESIAN COORDINATES (ANGSTROEM)
C (1.7215, -0.1607, 0.2419)
C (-1.7977, -1.0569, -0.5770)
C (-1.7466, -1.1668, -1.9093)
C (-1.2582, 0.0153, 0.1091)
C (2.8517, -0.7510, 0.2384)
C (-0.1503, 1.9098, 1.2874)
N (-0.9347, 0.9491, 0.7076)
H (-1.2845, -0.4181, -2.5332)
H (-2.2480, -1.8207, 0.0473)
H (-2.1881, -2.0218, -2.3956)
H (3.7287, -0.1300, 0.4044)
H (3.1171, -1.7863, 0.0935)
H (-0.3914, 2.8806, 0.8528)
H (-0.3172, 1.9344, 2.3638)
H (0.8977, 1.6231, 1.0690)


Arrangement two

Below is a gas-phase ion, C6H8N (charge +1), with properties calculated with the ωB97M-V functional and the def2-TZVPD basis.

* frontier orbital gap: 0.3208 Ha
* structure (SMILES): C#C[N+]1=C(CC)C1
* total charge: +1

CARTESIAN COORDINATES (ANGSTROEM)
C (-3.3403, -1.2016, 0.1861)
C (-2.4359, -0.4067, 0.0725)
C (-0.1735, 0.8349, -0.0022)
C (-1.1794, 1.9663, 0.0276)
C (1.3185, -1.0706, -0.3993)
C (1.1614, 0.3755, 0.0316)
N (-1.5040, 0.5036, 0.0454)
H (-4.0989, -1.8047, -0.2205)
H (-1.2212, 2.6618, 0.9677)
H (-1.4680, 2.3194, -0.9814)
H (0.4688, -1.5488, 0.2339)
H (2.2126, -1.3169, 0.2607)
H (1.4059, -1.3057, -1.5130)
H (1.6908, 1.1660, -0.5289)
H (1.4330, 0.4806, 1.1398)


Computed stability ranking, most favorable first: arrangement one, arrangement two


Arrangement one

Below is 2 unconnected molecules or ions with the total composition C6H8N, with properties calculated with the ωB97M-V functional and the def2-TZVPD basis.

* frontier orbital gap: 0.3599 Ha
* total charge: +1

CARTESIAN COORDINATES (ANGSTROEM)
C (-1.9959, -1.8203, -1.7848)
C (0.2914, -1.7827, 0.8432)
C (0.2990, -0.7213, 0.1259)
C (-0.2287, 1.7212, 0.3067)
C (1.2269, 1.6140, 0.6861)
C (0.6365, 0.5527, -0.3230)
N (-1.5268, -1.1875, -0.9652)
H (-2.4231, -2.3935, -2.5559)
H (-0.3902, -2.5319, 0.4885)
H (1.0958, -2.0154, 1.5512)
H (-0.9180, 1.4411, 1.0718)
H (-0.5497, 2.6203, -0.2896)
H (1.9167, 2.3337, 0.2713)
H (1.4518, 1.2772, 1.8105)
H (1.1143, 0.8925, -1.2366)


Arrangement two

Below is 2 unconnected molecules or ions with the total composition C6H8N, with properties calculated with the ωB97M-V functional and the def2-TZVPD basis.

* frontier orbital gap: 0.2958 Ha
* total charge: +1

CARTESIAN COORDINATES (ANGSTROEM)
C (0.0622, 1.2591, -0.2966)
C (-0.9846, 0.3840, -0.2477)
C (1.0879, 1.9042, -0.0967)
C (-2.0622, -0.0956, 0.0909)
C (2.6161, 0.1801, -0.2083)
C (-3.3127, -0.6907, 0.3701)
N (2.0208, -1.0187, -0.2462)
H (1.8114, 2.5970, 0.2459)
H (2.9806, 0.7256, -1.0563)
H (3.2953, 0.2787, 0.7236)
H (-3.3746, -1.3834, 1.1632)
H (-3.6001, -1.1366, -0.5883)
H (-4.0126, 0.1278, 0.7288)
H (1.6253, -1.6314, 0.5246)
H (1.8471, -1.5000, -1.1070)


Computed stability ranking, most favorable first: arrangement one, arrangement two


Arrangement one

Below is 2 unconnected molecules or ions with the total composition CH2N4, with properties calculated with the ωB97M-V functional and the def2-TZVPD basis.

* frontier orbital gap: 0.4020 Ha
* structure (SMILES): N=C=N.N#N

CARTESIAN COORDINATES (ANGSTROEM)
C (0.6470, -0.3566, -0.2535)
N (1.0432, -1.1765, 0.4519)
N (0.0390, 0.4166, -0.9738)
N (-2.0048, 0.7596, -0.0641)
N (-1.6970, 0.0192, 0.6969)
H (0.6684, 1.1370, -1.4081)
H (1.3042, -0.7993, 1.5507)


Arrangement two

Below is a single CH2N4 molecule, with properties calculated with the ωB97M-V functional and the def2-TZVPD basis.

* frontier orbital gap: 0.4325 Ha
* structure (SMILES): c1nn[nH]n1

CARTESIAN COORDINATES (ANGSTROEM)
C (0.8629, -0.6690, -0.3645)
H (1.9329, -1.0894, -0.7047)
H (-0.7685, 1.9160, 0.1222)
N (-0.2858, -1.0759, 0.3600)
N (-1.0042, -0.0113, 0.5367)
N (-0.2879, 0.9417, 0.0829)
N (0.6720, 0.6008, -0.5840)


Arrangement three

Below is a single CH2N4 molecule, with properties calculated with the ωB97M-V functional and the def2-TZVPD basis.

* frontier orbital gap: 0.3871 Ha

CARTESIAN COORDINATES (ANGSTROEM)
C (1.0586, 0.0763, 0.0522)
N (-1.3648, -0.0976, -0.1870)
N (-0.9709, -0.5550, 0.8252)
N (-1.8321, 0.3529, -1.1021)
N (0.3696, -0.3057, 1.0457)
H (2.2248, 0.1751, 0.2544)
H (0.5149, 0.3539, -0.8882)


Computed stability ranking, most favorable first: arrangement one, arrangement two, arrangement three


Arrangement one

Below is a gas-phase ion, CH2NO2 (charge -1), with properties calculated with the ωB97M-V functional and the def2-TZVPD basis.

* frontier orbital gap (alpha / beta): 0.2289 / 0.2594 Ha
* total charge: -1

CARTESIAN COORDINATES (ANGSTROEM)
C (-0.2827, 0.0895, -0.3085)
N (1.1056, -0.1156, -2.2755)
O (1.1269, -0.7424, -3.3805)
O (0.0791, -0.5511, -1.4747)
H (-0.6226, -0.6665, 0.4011)
H (0.4908, 0.7488, 0.0944)


Arrangement two

Below is a gas-phase ion, CH2NO2 (charge -1), with properties calculated with the ωB97M-V functional and the def2-TZVPD basis.

* frontier orbital gap: 0.3097 Ha
* structure (SMILES): NC(=O)[O-]
* total charge: -1

CARTESIAN COORDINATES (ANGSTROEM)
N (0.7146, -0.0521, -0.1516)
C (-0.6739, 0.1542, 0.1621)
O (-1.3810, 1.1062, -0.2860)
O (-0.9527, -0.7455, 0.9410)
H (1.0554, -0.9770, 0.2060)
H (1.2375, 0.5142, -0.8715)


Computed stability ranking, most favorable first: arrangement two, arrangement one


Arrangement one

Below is a gas-phase ion, CH5N2S (charge +1), with properties calculated with the ωB97M-V functional and the def2-TZVPD basis.

* frontier orbital gap: 0.3594 Ha
* structure (SMILES): N/C=[NH+]/S
* total charge: +1

CARTESIAN COORDINATES (ANGSTROEM)
C (-0.1646, 0.0161, 0.2432)
N (-0.3381, -1.1507, 0.8665)
N (0.8768, 0.5692, -0.3616)
S (0.8694, 2.2456, -0.7421)
H (-1.0490, 0.5526, 0.2733)
H (-1.1030, -1.0457, 1.5743)
H (0.3882, -1.9488, 1.0301)
H (1.6510, -0.0389, -0.6145)
H (1.8035, 2.3056, -1.7251)


Arrangement two

Below is a molecular structure, CH5N2S, with properties calculated with the ωB97M-V functional and the def2-TZVPD basis.

* frontier orbital gap (alpha / beta): 0.2999 / 0.2930 Ha
* total charge: +1

CARTESIAN COORDINATES (ANGSTROEM)
C (-0.3420, 0.4043, 0.5406)
N (1.2205, -2.7476, 0.4444)
N (-0.2649, 1.3677, -0.4647)
S (1.0043, -1.3464, -0.1165)
H (-1.3397, 0.4933, 1.0156)
H (0.4807, -3.4198, 0.5156)
H (-1.1142, 1.5341, -1.0836)
H (0.5654, 1.5067, -1.0020)
H (-0.2101, 2.2077, 0.1505)


Arrangement three

Below is a gas-phase ion, CH5N2S (charge +1), with properties calculated with the ωB97M-V functional and the def2-TZVPD basis.

* frontier orbital gap (alpha / beta): 0.3040 / 0.3042 Ha
* total charge: +1

CARTESIAN COORDINATES (ANGSTROEM)
C (-0.1600, 0.0437, -0.2794)
N (-0.7794, 1.3486, -2.1600)
N (0.3835, -0.4000, 1.0108)
S (0.0878, 1.5725, -0.9499)
H (-0.6000, -0.7179, -0.8127)
H (-0.8726, 2.1686, -2.6650)
H (-0.1797, -1.2435, 1.0961)
H (0.3937, 0.2884, 1.7131)
H (1.3985, -0.7591, 1.0318)


Computed stability ranking, most favorable first: arrangement one, arrangement three, arrangement two


Arrangement one

Below is a single C2H2O2S2 molecule, with properties calculated with the ωB97M-V functional and the def2-TZVPD basis.

* frontier orbital gap (alpha / beta): 0.2669 / 0.2887 Ha

CARTESIAN COORDINATES (ANGSTROEM)
C (-0.3399, 0.6581, 0.0865)
C (-0.2999, -0.5952, -0.0007)
O (-2.7076, 2.2717, -0.3699)
O (-3.7787, -1.4633, 0.4907)
S (-2.1591, 1.1141, 0.3756)
S (-2.8392, -0.8626, -0.4531)
H (0.4861, 1.3775, -0.0270)
H (-0.0322, -1.6631, -0.2532)


Arrangement two

Below is 2 unconnected molecules or ions with the total composition C2H2O2S2, with properties calculated with the ωB97M-V functional and the def2-TZVPD basis.

* frontier orbital gap: 0.3084 Ha

CARTESIAN COORDINATES (ANGSTROEM)
C (-1.4894, -1.0370, -0.8160)
C (-0.0723, -0.7154, -0.7215)
O (-0.0614, -3.9960, -0.4047)
O (-0.9129, -3.4254, -2.5564)
S (-1.2409, 0.3883, -1.6975)
S (-1.2349, -3.6374, -1.1473)
H (0.2326, -0.2870, 0.1519)
H (0.7820, -1.1979, -1.2579)


Arrangement three

Below is a single C2H2O2S2 molecule, with properties calculated with the ωB97M-V functional and the def2-TZVPD basis.

* frontier orbital gap (alpha / beta): 0.1965 / 0.1968 Ha

CARTESIAN COORDINATES (ANGSTROEM)
C (-0.2778, 0.5071, 0.1763)
C (0.0250, -0.8692, -0.0773)
O (-0.5399, 3.1613, 0.5539)
O (1.2130, -1.1363, -0.5357)
S (-0.9161, -2.6053, 0.2862)
S (0.4696, 2.3039, -0.0196)
H (-1.1410, 0.5918, 0.7034)
H (1.1672, -1.9532, -1.0872)


Computed stability ranking, most favorable first: arrangement two, arrangement three, arrangement one